[1]
# C4H3FO5Pd

A molecular structure, C4H3FO5Pd in a non-equilibrium geometry (the ωB97M-V functional and the def2-TZVPD basis, the Open Molecules 2025 dataset).

The total charge is +1. The electronic energy comes out at -20613.972 eV. As for the max |F|: 15.66 eV/Å. The multiplicity is 4. As for the energy relative to the best compared isomer or geometry (same formula, charge and spin): 173.8 kJ/mol. Its expectation value of S² is 3.76. For the molecular weight, the calculation gives 256.48 g mol⁻¹. The HOMO-LUMO gap (spin up / spin down) comes out at 5.837 / 6.646 eV.

Element x y z (Å)
C1 0.455 0.412 0.884
C2 1.450 -0.255 -0.055
F1 0.783 1.734 0.951
H1 0.462 0.010 1.905
H2 1.536 0.319 -0.985
H3 2.417 -0.307 0.458
O1 1.002 -1.587 -0.321
C3 1.066 -2.057 -1.546
O2 0.683 -3.111 -1.927
O3 -0.842 0.214 0.428
Pd1 -2.044 1.379 -1.187
O4 -2.855 0.358 -0.178
O5 -2.074 2.052 0.903
C4 -2.040 0.839 0.670

[2]
# C4H3FS

2 unconnected molecules or ions with the total composition C4H3FS in a non-equilibrium geometry (the ωB97M-V functional and the def2-TZVPD basis, the Open Molecules 2025 dataset).

The total charge is 0. The electronic energy comes out at -17743.218 eV. As for the max |F|: 3.57 eV/Å. As for the energy relative to the best compared isomer or geometry (same formula, charge and spin): 497.9 kJ/mol. For the molecular weight, the calculation gives 102.13 g mol⁻¹. The HOMO-LUMO gap (spin up / spin down) comes out at 7.868 / 7.869 eV.

Element x y z (Å)
C1 0.098 -0.126 -0.058
C2 -0.449 -1.132 -0.903
C3 -0.299 -0.112 1.259
C4 -1.087 -1.876 -0.029
F1 -1.485 -3.876 -1.396
S1 -1.297 -1.537 1.596
H1 0.604 0.664 -0.533
H2 -0.011 -1.318 -1.813
H3 -0.001 0.359 2.184

[3]
# C4H3GaLi2O2

A molecular structure, C4H3GaLi2O2 in a non-equilibrium geometry (the ωB97M-V functional and the def2-TZVPD basis, the Open Molecules 2025 dataset).

The total charge is +4. The electronic energy comes out at -61022.378 eV. As for the max |F|: 5.08 eV/Å. As for the energy relative to the best compared isomer or geometry (same formula, charge and spin): 59.9 kJ/mol. For the molecular weight, the calculation gives 166.67 g mol⁻¹. The HOMO-LUMO gap (spin up / spin down) comes out at 7.700 / 2.792 eV.

Element x y z (Å)
C1 1.696 -0.335 -0.090
O1 2.776 -0.162 -0.449
Ga1 4.608 -0.033 -0.492
Li1 -2.182 -1.375 0.901
C2 -0.766 1.341 1.414
C3 -1.179 0.895 0.255
C4 -0.826 0.017 -0.722
O2 -1.340 -1.228 -0.742
Li2 -1.406 -2.384 -2.098
H1 -1.360 1.917 2.127
H2 -0.414 0.417 -1.658
H3 0.393 0.931 1.555

[4]
# C4H3HgO2

A molecular structure, C4H3HgO2 in a non-equilibrium geometry (the ωB97M-V functional and the def2-TZVPD basis, the Open Molecules 2025 dataset).

The total charge is +3. The electronic energy comes out at -12420.871 eV. As for the max |F|: 4.56 eV/Å. As for the energy relative to the best compared isomer or geometry (same formula, charge and spin): 87.6 kJ/mol. For the molecular weight, the calculation gives 283.66 g mol⁻¹. The HOMO-LUMO gap (spin up / spin down) comes out at 4.680 / 4.680 eV.

Element x y z (Å)
H1 0.479 1.765 0.748
O1 1.964 -1.465 -1.022
C1 0.832 -1.157 -0.702
C2 -0.484 -1.112 -0.740
C3 -1.214 0.029 -0.321
C4 -1.249 1.130 0.202
O2 -0.552 2.007 0.877
Hg1 -1.167 3.166 2.317
H2 2.354 -2.260 -0.587
H3 -0.964 -2.102 -0.772

[5]
# C4H3I

A molecular structure, C4H3I in a non-equilibrium geometry (the ωB97M-V functional and the def2-TZVPD basis, the Open Molecules 2025 dataset).

The total charge is 0. The electronic energy comes out at -12291.020 eV. As for the max |F|: 5.82 eV/Å. As for the energy relative to the best compared isomer or geometry (same formula, charge and spin): 335.6 kJ/mol. For the molecular weight, the calculation gives 177.97 g mol⁻¹. The HOMO-LUMO gap comes out at 9.166 eV.

Element x y z (Å)
C1 -0.570 1.340 0.002
C2 0.201 -1.792 0.273
C3 -0.920 2.463 -0.186
C4 0.294 -0.425 0.017
I1 1.815 -3.115 -0.120
H1 -1.350 3.417 -0.447
H2 -0.557 -2.044 0.912
H3 1.088 0.156 -0.449

[6]
# C4H3IN2

2 unconnected molecules or ions with the total composition C4H3IN2 in a non-equilibrium geometry (the ωB97M-V functional and the def2-TZVPD basis, the Open Molecules 2025 dataset).

The total charge is 0. The electronic energy comes out at -15271.234 eV. As for the max |F|: 2.28 eV/Å. As for the energy relative to the best compared isomer or geometry (same formula, charge and spin): 456.7 kJ/mol. For the molecular weight, the calculation gives 205.99 g mol⁻¹. The HOMO-LUMO gap (spin up / spin down) comes out at 8.172 / 7.133 eV.

Element x y z (Å)
C1 1.381 3.500 1.726
C2 -0.132 -0.178 0.382
C3 -0.004 0.231 -0.823
C4 1.193 2.686 -0.570
N1 1.516 3.969 2.769
N2 1.176 2.848 0.640
I1 1.912 3.886 -2.125
H1 -0.560 -1.147 0.638
H2 0.174 0.413 1.235
H3 -0.114 0.102 -1.868

[7]
# C4H3IN2O

2 unconnected molecules or ions with the total composition C4H3IN2O in a non-equilibrium geometry (the ωB97M-V functional and the def2-TZVPD basis, the Open Molecules 2025 dataset).

The total charge is 0. The electronic energy comes out at -17320.541 eV. As for the max |F|: 5.55 eV/Å. As for the energy relative to the best compared isomer or geometry (same formula, charge and spin): 239.3 kJ/mol. For the molecular weight, the calculation gives 221.99 g mol⁻¹. The HOMO-LUMO gap (spin up / spin down) comes out at 7.592 / 7.965 eV.

Element x y z (Å)
C1 -0.073 0.997 -0.014
C2 -0.748 -0.215 -0.033
C3 1.503 -0.408 -0.127
C4 4.005 -1.368 0.002
N1 1.291 0.852 -0.158
N2 0.404 -1.162 -0.015
O1 4.385 -2.452 -0.117
I1 5.139 0.338 0.026
H1 -0.521 2.043 -0.132
H2 -1.729 -0.406 0.184
H3 0.407 -2.190 -0.113

[8]
# C4H3IrO

A molecular structure, C4H3IrO in a non-equilibrium geometry (the ωB97M-V functional and the def2-TZVPD basis, the Open Molecules 2025 dataset).

The total charge is +1. The electronic energy comes out at -9064.527 eV. As for the max |F|: 4.80 eV/Å. The multiplicity is 6. Its expectation value of S² is 8.78. For the molecular weight, the calculation gives 259.28 g mol⁻¹. The HOMO-LUMO gap (spin up / spin down) comes out at 6.135 / 7.712 eV.

Element x y z (Å)
C1 2.003 0.081 -0.151
C2 0.786 -0.515 -0.388
C3 -0.117 0.032 0.353
C4 -1.426 0.260 0.673
O1 -2.406 0.028 -0.130
Ir1 -2.246 -0.813 -1.807
H1 2.719 -0.388 0.529
H2 2.364 0.877 -0.809
H3 -1.678 0.439 1.731

[9]
# C4H3KLiO4

A molecular structure, C4H3KLiO4 in a non-equilibrium geometry (the ωB97M-V functional and the def2-TZVPD basis, the Open Molecules 2025 dataset).

The total charge is 0. The electronic energy comes out at -28912.983 eV. As for the max |F|: 1.04 eV/Å. The multiplicity is 2. As for the energy relative to the best compared isomer or geometry (same formula, charge and spin): 0.0 kJ/mol. Its expectation value of S² is 0.76. For the molecular weight, the calculation gives 161.10 g mol⁻¹. The HOMO-LUMO gap (spin up / spin down) comes out at 2.637 / 4.384 eV.

Element x y z (Å)
O1 -3.236 0.367 -1.218
O2 -3.455 -1.611 -0.449
C1 -4.463 0.523 -0.438
C2 -4.711 -0.917 -0.096
C3 -2.638 -0.781 -1.057
H1 1.134 1.504 1.058
H2 -4.907 -1.115 0.973
H3 -5.513 -1.404 -0.679
O3 3.157 1.256 1.309
C4 2.064 0.902 0.820
O4 1.962 -0.085 0.030
Li1 3.956 -0.244 0.316
K1 0.179 -1.309 -1.284

[10]
# C4H3KMgO

A molecular structure, C4H3KMgO in a non-equilibrium geometry (the ωB97M-V functional and the def2-TZVPD basis, the Open Molecules 2025 dataset).

The total charge is 0. The electronic energy comes out at -28006.134 eV. As for the max |F|: 10.90 eV/Å. As for the energy relative to the best compared isomer or geometry (same formula, charge and spin): 124.6 kJ/mol. For the molecular weight, the calculation gives 130.47 g mol⁻¹. The HOMO-LUMO gap comes out at 3.855 eV.

Element x y z (Å)
C1 3.455 -3.139 0.399
C2 4.332 -2.085 0.514
H1 3.849 -4.051 -0.116
H2 5.386 -2.203 0.207
Mg1 -1.852 0.427 0.007
C3 -0.087 -0.721 0.459
C4 0.799 0.165 0.105
O1 1.366 1.161 -0.274
H3 -0.011 -1.644 1.025
K1 0.235 2.603 -2.186

[11]
# C4H3LaLiO

A molecular structure, C4H3LaLiO in a non-equilibrium geometry (the ωB97M-V functional and the def2-TZVPD basis, the Open Molecules 2025 dataset).

The total charge is +2. The electronic energy comes out at -7281.197 eV. As for the max |F|: 4.82 eV/Å. The multiplicity is 2. As for the energy relative to the best compared isomer or geometry (same formula, charge and spin): 739.6 kJ/mol. Its expectation value of S² is 1.76. For the molecular weight, the calculation gives 212.91 g mol⁻¹. The HOMO-LUMO gap (spin up / spin down) comes out at 5.999 / 6.411 eV.

Element x y z (Å)
C1 -0.291 0.152 3.114
C2 -0.686 -1.016 3.093
H1 -0.450 -1.057 0.362
Li1 0.373 2.126 -2.298
O1 -0.005 -1.404 -1.673
C3 -0.114 -0.593 -0.709
C4 0.136 0.761 -0.657
La1 1.390 -1.135 -3.639
H2 -0.438 1.268 0.132
H3 0.086 0.898 2.275

[12]
# C4H3Li2MnO2

A molecular structure, C4H3Li2MnO2 in a non-equilibrium geometry (the ωB97M-V functional and the def2-TZVPD basis, the Open Molecules 2025 dataset).

The total charge is +3. The electronic energy comes out at -39988.856 eV. As for the max |F|: 4.46 eV/Å. The multiplicity is 6. Its expectation value of S² is 8.77. For the molecular weight, the calculation gives 151.89 g mol⁻¹. The HOMO-LUMO gap (spin up / spin down) comes out at 8.464 / 2.447 eV.

Element x y z (Å)
C1 2.181 -0.606 -0.647
O1 3.307 -0.498 -0.777
Mn1 5.329 -0.411 -0.895
Li1 -2.321 -1.268 0.988
C2 -0.901 1.394 1.631
C3 -1.037 0.862 0.436
C4 -1.029 0.112 -0.660
O2 -1.597 -1.101 -0.708
Li2 -1.697 -2.246 -2.067
H1 -1.662 2.054 2.062
H2 -0.586 0.508 -1.585
H3 0.014 1.200 2.223

[13]
# C4H3Li2O2Tb

A molecular structure, C4H3Li2O2Tb in a non-equilibrium geometry (the ωB97M-V functional and the def2-TZVPD basis, the Open Molecules 2025 dataset).

The total charge is +1. The electronic energy comes out at -31120.336 eV. As for the max |F|: 3.55 eV/Å. The multiplicity is 8. Its expectation value of S² is 16.48. For the molecular weight, the calculation gives 255.87 g mol⁻¹. The HOMO-LUMO gap (spin up / spin down) comes out at 6.396 / 4.433 eV.

Element x y z (Å)
C1 0.850 0.544 1.225
O1 0.077 0.010 2.109
Tb1 1.269 -1.114 -1.160
Li1 -0.864 0.998 3.293
H1 1.041 1.411 -0.240
C2 0.399 1.762 0.539
C3 -0.565 1.970 -0.684
C4 -0.452 1.367 -1.907
O2 0.567 0.731 -2.615
Li2 -1.477 -0.668 0.591
H2 0.868 2.172 1.649
H3 -1.360 1.370 -2.534

[14]
# C4H3LiO6Ru

A molecular structure, C4H3LiO6Ru in a non-equilibrium geometry (the ωB97M-V functional and the def2-TZVPD basis, the Open Molecules 2025 dataset).

The total charge is 0. The electronic energy comes out at -19262.118 eV. As for the max |F|: 4.92 eV/Å. The multiplicity is 7. Its expectation value of S² is 12.03. For the molecular weight, the calculation gives 255.07 g mol⁻¹. The HOMO-LUMO gap (spin up / spin down) comes out at 6.930 / 7.095 eV.

Element x y z (Å)
O1 3.515 -0.491 -1.438
C1 2.581 0.182 -0.938
O2 2.491 1.428 -1.043
O3 1.636 -0.526 -0.282
C2 0.600 0.127 0.377
O4 -1.628 0.096 1.064
C3 -2.707 -0.686 1.390
C4 -0.652 -0.387 0.216
O5 -2.910 -1.742 0.787
O6 -3.587 -0.029 2.018
Li1 4.118 1.233 -2.149
Ru1 -5.452 -0.466 2.063
H1 0.750 1.200 0.511
H2 -0.776 -1.425 -0.100
H3 -1.502 -0.171 -1.843

[15]
# C4H3LuNO4

A molecular structure, C4H3LuNO4 in a non-equilibrium geometry (the ωB97M-V functional and the def2-TZVPD basis, the Open Molecules 2025 dataset).

The total charge is +3. The electronic energy comes out at -47462.857 eV. As for the max |F|: 8.08 eV/Å. As for the energy relative to the best compared isomer or geometry (same formula, charge and spin): 0.0 kJ/mol. For the molecular weight, the calculation gives 304.04 g mol⁻¹. The HOMO-LUMO gap comes out at 10.451 eV.

Element x y z (Å)
Lu1 0.332 -0.195 0.047
O1 -2.222 -1.719 -1.873
C1 -1.317 -1.255 -1.325
C2 0.667 2.131 -0.187
O2 0.710 3.292 -0.198
C3 2.014 -1.520 1.032
O3 2.863 -2.167 1.477
C4 1.558 -0.264 -1.932
O4 2.202 -0.320 -2.895
N1 -1.570 0.460 1.365
H1 -1.980 -0.433 1.625
H2 -2.123 1.023 0.732
H3 -1.134 0.969 2.131

[16]
# C4H3MgORb

A molecular structure, C4H3MgORb in a non-equilibrium geometry (the ωB97M-V functional and the def2-TZVPD basis, the Open Molecules 2025 dataset).

The total charge is +2. The electronic energy comes out at -12321.550 eV. As for the max |F|: 2.47 eV/Å. As for the energy relative to the best compared isomer or geometry (same formula, charge and spin): 44.4 kJ/mol. For the molecular weight, the calculation gives 176.84 g mol⁻¹. The HOMO-LUMO gap (spin up / spin down) comes out at 6.462 / 7.814 eV.

Element x y z (Å)
C1 1.998 -1.186 -2.666
C2 1.084 -1.902 -3.076
H1 0.316 -2.479 -3.572
Mg1 1.499 1.579 0.809
O1 -1.742 0.821 2.139
C3 -1.187 0.582 1.158
C4 -0.344 0.213 0.177
Rb1 -0.877 2.424 5.467
H2 0.023 -0.817 0.276
H3 -0.769 0.765 -0.713

[17]
# C4H3N

C4H3N in the gas phase in a non-equilibrium geometry (the ωB97M-V functional and the def2-TZVPD basis, the Open Molecules 2025 dataset).

The total charge is 0. The electronic energy comes out at -5678.089 eV. As for the max |F|: 3.78 eV/Å. As for the energy relative to the best compared isomer or geometry (same formula, charge and spin): 619.3 kJ/mol. For the molecular weight, the calculation gives 65.07 g mol⁻¹. The HOMO-LUMO gap (spin up / spin down) comes out at 7.132 / 7.131 eV.

Element x y z (Å)
C1 -2.074 0.311 0.012
C2 0.388 -0.614 0.043
C3 -0.896 0.007 0.052
C4 0.224 1.253 0.071
N1 1.229 0.522 -0.123
H1 -3.019 0.537 -0.417
H2 0.533 -1.379 0.863
H3 2.263 0.625 -0.089

[18]
# C4H3N

C4H3N in the gas phase in a non-equilibrium geometry (the ωB97M-V functional and the def2-TZVPD basis, the Open Molecules 2025 dataset).

As for the SMILES: C#CCC#N. The total charge is 0. The electronic energy comes out at -5684.198 eV. As for the max |F|: 1.18 eV/Å. As for the energy relative to the best compared isomer or geometry (same formula, charge and spin): 29.9 kJ/mol. For the molecular weight, the calculation gives 65.07 g mol⁻¹. The HOMO-LUMO gap comes out at 11.515 eV.

Element x y z (Å)
C1 0.407 -0.773 1.836
C2 0.079 -0.215 0.824
C3 -0.394 0.495 -0.370
C4 0.213 0.053 -1.636
N1 0.669 -0.222 -2.662
H1 0.686 -1.285 2.732
H2 -0.177 1.564 -0.265
H3 -1.483 0.384 -0.459

[19]
# C4H3N

C4H3N in the gas phase in a non-equilibrium geometry (the ωB97M-V functional and the def2-TZVPD basis, the Open Molecules 2025 dataset).

As for the SMILES: C#CCC#N. The total charge is 0. The electronic energy comes out at -5684.090 eV. As for the max |F|: 2.11 eV/Å. As for the energy relative to the best compared isomer or geometry (same formula, charge and spin): 40.3 kJ/mol. For the molecular weight, the calculation gives 65.07 g mol⁻¹. The HOMO-LUMO gap comes out at 11.412 eV.

Element x y z (Å)
C1 2.273 -0.469 0.041
C2 1.171 0.035 -0.042
C3 -0.054 0.827 0.008
C4 -1.306 0.031 -0.056
N1 -2.237 -0.637 0.023
H1 3.212 -1.007 -0.084
H2 0.013 1.582 -0.764
H3 -0.068 1.340 0.986

[20]
# C4H3N

C4H3N in the gas phase in a non-equilibrium geometry (the ωB97M-V functional and the def2-TZVPD basis, the Open Molecules 2025 dataset).

The total charge is 0. The electronic energy comes out at -5680.486 eV. As for the max |F|: 1.38 eV/Å. As for the energy relative to the best compared isomer or geometry (same formula, charge and spin): 388.0 kJ/mol. For the molecular weight, the calculation gives 65.07 g mol⁻¹. The HOMO-LUMO gap (spin up / spin down) comes out at 7.907 / 7.907 eV.

Element x y z (Å)
C1 2.063 0.569 -0.173
C2 0.976 0.065 -0.343
C3 -0.285 -0.550 -0.559
C4 -1.500 0.149 -0.380
N1 -2.520 0.737 -0.190
H1 3.018 1.025 -0.020
H2 -1.450 -0.383 0.678
H3 -0.334 -1.587 -0.880